The following is a quantum chemistry calculation of C4H9NO in the gas phase, from the OMol25 dataset.

Geometry as XYZ:
```
15
Properties=species:S:1:pos:R:3
C -1.365 -0.505 1.128
N -0.708 0.034 -0.110
C -0.334 1.463 0.259
C 0.112 -0.826 -0.880
C 1.541 -0.556 -1.139
O 1.964 0.409 0.027
H -0.476 -0.862 1.851
H -1.926 -1.424 0.940
H -2.230 0.190 1.487
H -0.434 2.305 -0.437
H -0.476 1.795 1.330
H 0.974 0.788 0.274
H -0.499 -1.452 -1.583
H 1.561 -0.002 -2.140
H 2.295 -1.356 -1.008
```

Its charge is 0. The energy above the lowest of the compared OMol25 structures with the same formula, charge and spin is 686.3 kJ/mol.

The following is a quantum chemistry calculation of C3H4OS in the gas phase, from the OMol25 dataset.

Geometry as XYZ:
```
9
Properties=species:S:1:pos:R:3
C 0.061 -2.196 0.085
C 0.538 -1.190 -0.261
C -0.605 1.236 -0.179
O 1.869 0.705 0.681
S 1.100 0.461 -0.554
H -0.454 -3.093 0.234
H -0.407 2.216 -0.339
H -0.806 1.230 1.019
H -1.296 0.631 -0.686
```

Its charge is 0. The energy above the lowest of the compared OMol25 structures with the same formula, charge and spin is 359.0 kJ/mol.

The following is a quantum chemistry calculation of a molecular structure, C4H4KO2, from the OMol25 dataset.

Geometry as XYZ:
```
11
Properties=species:S:1:pos:R:3
O -0.514 1.848 0.788
C -0.716 1.521 -0.348
C 0.102 0.532 -1.141
H -0.598 0.065 -1.850
H 0.818 1.117 -1.737
K -0.127 0.441 2.836
H -2.089 -0.207 1.766
C 0.829 -0.487 -0.291
C 0.414 -1.735 -0.141
O 0.057 -2.825 0.015
H 1.826 -0.271 0.103
```

The spin multiplicity is 2. Its charge is 0. The energy above the lowest of the compared OMol25 structures with the same formula, charge and spin is 0.0 kJ/mol.

Number 1: total energy -7825.207 eV. Number 2: total energy -16054.389 eV. Number 3: total energy -24627.780 eV.